# C6H14N2O

An isolated molecule of C6H14N2O (the ωB97M-V functional and the def2-TZVPD basis, the Open Molecules 2025 dataset).

Its SMILES is CC(=O)[C@](C)(N)[C@H](C)N. The molar mass comes out at 130.19 g mol⁻¹. The calculation puts the HOMO energy at -9.19 eV. As for the relative energy (zero: lowest compared OMol25 entry of this formula, charge and spin): 26.47 kcal per mole. The total energy is -421.75809 Eh. For the gap between HOMO and LUMO, the calculation gives 10.05 eV. The largest force on an atom comes out at 2.32 eV Å⁻¹.

Atoms and positions in Å:
C (-0.579, -0.605, -2.548)
C (-1.022, -0.258, -1.142)
O (-2.198, -0.459, -0.810)
C (-0.033, 0.449, -0.172)
C (-0.739, 1.624, 0.518)
N (1.151, 0.993, -0.897)
C (0.429, -0.704, 0.790)
C (-0.357, -0.824, 2.092)
N (1.862, -0.649, 1.092)
H (-1.418, -0.444, -3.233)
H (0.240, 0.008, -2.927)
H (-0.288, -1.657, -2.585)
H (-1.639, 1.301, 1.053)
H (-0.080, 2.130, 1.231)
H (-1.078, 2.358, -0.224)
H (1.827, 1.250, -0.169)
H (0.889, 1.855, -1.373)
H (0.192, -1.631, 0.164)
H (-0.033, -1.700, 2.665)
H (-1.426, -0.934, 1.890)
H (-0.210, 0.056, 2.729)
H (2.135, -1.456, 1.650)
H (2.374, -0.703, 0.208)



# C20H50AlO12P2

A structure of composition C20H50AlO12P2 (the ωB97M-V functional and the def2-TZVPD basis, the Open Molecules 2025 dataset).

The molar mass comes out at 571.54 g mol⁻¹. The calculation puts the HOMO energy at -4.70 eV. The total energy is -2620.07820 Eh. For the gap between HOMO and LUMO, the calculation gives 6.78 eV. The largest force on an atom comes out at 7.10 eV Å⁻¹. Its charge is -1.

Atoms and positions in Å:
C (0.277, -4.661, 2.857)
C (0.241, -3.312, 2.086)
C (1.259, -2.293, 2.625)
O (0.983, -0.963, 2.247)
C (-0.093, -0.429, 3.050)
Al (-0.223, 1.626, 2.957)
C (-2.143, 2.119, 3.480)
O (-3.155, 1.573, 2.597)
C (-4.392, 1.394, 3.205)
O (-5.070, 0.244, 2.745)
C (-4.204, -0.868, 2.590)
C (-4.979, -2.114, 3.159)
O (-6.334, -1.786, 3.419)
H (0.093, -5.467, 2.136)
H (-0.570, -4.677, 3.548)
H (1.232, -4.842, 3.356)
H (-0.788, -2.945, 2.132)
H (0.446, -3.463, 1.019)
H (2.229, -2.532, 2.157)
H (1.379, -2.400, 3.715)
H (0.064, -0.676, 4.121)
H (-1.066, -0.882, 2.783)
H (0.785, 2.238, 4.076)
H (0.056, 2.208, 1.488)
H (-2.254, 3.221, 3.446)
H (-2.288, 1.811, 4.532)
H (-4.354, 1.377, 4.307)
H (-5.028, 2.256, 2.925)
H (-4.015, -0.999, 1.519)
H (-3.284, -0.807, 3.173)
H (-4.856, -2.988, 2.505)
H (-4.509, -2.364, 4.126)
H (-6.765, -2.542, 3.834)
O (-3.909, -1.105, -4.275)
P (-2.923, -1.734, -3.342)
O (-3.433, -3.303, -3.265)
C (-3.996, -3.952, -4.394)
C (-2.935, -4.483, -5.340)
O (-3.423, -1.167, -1.905)
C (-4.345, -0.084, -1.790)
C (-5.756, -0.609, -1.625)
O (-1.486, -2.053, -2.608)
C (-0.519, -2.892, -3.227)
C (0.072, -2.268, -4.475)
H (-4.687, -3.297, -4.928)
H (-4.586, -4.786, -4.010)
H (-2.283, -3.680, -5.692)
H (-3.397, -4.958, -6.208)
H (-2.308, -5.225, -4.844)
H (-4.264, 0.599, -2.636)
H (-4.065, 0.480, -0.898)
H (-6.051, -1.248, -2.460)
H (-6.469, 0.214, -1.549)
H (-5.826, -1.217, -0.722)
H (-0.945, -3.877, -3.432)
H (0.271, -3.044, -2.490)
H (-0.706, -2.045, -5.212)
H (0.802, -2.939, -4.931)
H (0.568, -1.328, -4.231)
O (3.722, 3.755, 0.375)
P (5.209, 3.676, 0.295)
O (5.466, 2.879, -1.128)
C (4.606, 3.071, -2.241)
C (4.956, 4.319, -3.030)
O (5.536, 2.509, 1.375)
C (4.555, 2.050, 2.319)
C (3.843, 0.820, 1.801)
O (6.793, 4.130, 0.442)
C (7.380, 5.015, -0.502)
C (6.797, 6.413, -0.426)
H (3.558, 3.095, -1.938)
H (4.727, 2.195, -2.882)
H (4.909, 5.210, -2.398)
H (4.267, 4.452, -3.866)
H (5.968, 4.253, -3.435)
H (3.851, 2.840, 2.574)
H (5.096, 1.797, 3.233)
H (3.355, 1.011, 0.845)
H (3.088, 0.480, 2.510)
H (4.559, 0.011, 1.634)
H (7.302, 4.603, -1.510)
H (8.445, 5.054, -0.266)
H (5.717, 6.401, -0.597)
H (7.261, 7.064, -1.169)
H (6.964, 6.841, 0.564)



# C7H17IN3O2

A cluster of 2 separate species, C7H17IN3O2 in total (the ωB97M-V functional and the def2-TZVPD basis, the Open Molecules 2025 dataset).

The molar mass comes out at 302.14 g mol⁻¹. The calculation puts the HOMO energy at -11.28 eV. The total energy is -888.97815 Eh. For the gap between HOMO and LUMO, the calculation gives 5.35 eV. The largest force on an atom comes out at 2.35 eV Å⁻¹. Its charge is +1.

Atoms and positions in Å:
N (0.758, 1.157, -4.984)
C (1.458, 0.877, -3.905)
N (2.878, 0.981, -3.857)
C (2.951, 1.928, -2.702)
C (1.979, 1.220, -1.730)
I (0.974, 2.596, -0.440)
N (1.012, 0.554, -2.653)
H (0.174, 0.507, -5.492)
H (0.899, 2.074, -5.394)
H (3.195, 0.099, -3.454)
H (2.424, 2.801, -3.075)
H (3.939, 2.122, -2.325)
H (2.451, 0.439, -1.147)
H (0.810, -0.423, -2.463)
C (-3.044, -2.314, 3.296)
O (-3.002, -0.899, 3.198)
C (-1.916, -0.322, 3.906)
C (-0.801, 0.082, 2.968)
O (-0.180, -1.052, 2.371)
C (-0.601, -1.277, 1.045)
H (-3.774, -2.674, 2.574)
H (-2.074, -2.764, 3.072)
H (-3.363, -2.618, 4.298)
H (-1.544, -1.005, 4.674)
H (-2.296, 0.575, 4.405)
H (-0.030, 0.606, 3.540)
H (-1.179, 0.765, 2.200)
H (-0.169, -0.516, 0.379)
H (-1.690, -1.260, 0.955)
H (-0.239, -2.259, 0.742)



# C2H5F3OP

A cluster of 3 separate species, C2H5F3OP in total (the ωB97M-V functional and the def2-TZVPD basis, the Open Molecules 2025 dataset).

The molar mass comes out at 133.03 g mol⁻¹. The calculation puts the HOMO energy at -16.30 eV. As for the relative energy (zero: lowest compared OMol25 entry of this formula, charge and spin): 11.96 kcal per mole. The total energy is -795.14681 Eh. For the gap between HOMO and LUMO, the calculation gives 10.83 eV. The largest force on an atom comes out at 4.37 eV Å⁻¹. Its charge is +1.

Atoms and positions in Å:
C (0.970, -1.157, -0.130)
C (1.086, -0.006, -0.839)
O (1.134, 1.009, -1.335)
F (-1.795, 0.583, -1.309)
F (-1.683, 0.212, 0.890)
F (-2.041, -1.560, -0.575)
P (-2.746, -0.130, -0.297)
H (1.335, -1.065, 0.963)
H (-0.193, -1.242, -0.071)
H (1.276, -2.048, -0.632)
H (1.630, 2.686, 1.531)
H (1.026, 2.719, 1.807)



# C5H8AlN6S

A structure of composition C5H8AlN6S (the ωB97M-V functional and the def2-TZVPD basis, the Open Molecules 2025 dataset).

The molar mass comes out at 211.21 g mol⁻¹. The calculation puts the HOMO energy at -13.14 eV. As for the relative energy (zero: lowest compared OMol25 entry of this formula, charge and spin): 12.66 kcal per mole. The total energy is -1164.35231 Eh. For the gap between HOMO and LUMO, the calculation gives 9.54 eV. The largest force on an atom comes out at 1.08 eV Å⁻¹. Its charge is +1.

Atoms and positions in Å:
Al (-0.109, -0.887, -0.243)
N (1.543, -1.621, 0.653)
C (0.967, -2.425, 1.747)
C (0.011, -3.430, 1.113)
N (-0.928, -2.675, 0.254)
H (2.182, -2.199, 0.098)
H (2.118, -0.869, 1.041)
H (0.403, -1.752, 2.399)
H (1.734, -2.933, 2.336)
H (-0.507, -4.003, 1.886)
H (0.572, -4.130, 0.491)
H (-1.742, -2.393, 0.805)
H (-1.298, -3.289, -0.479)
N (-2.481, 3.317, 4.137)
C (-2.059, 2.713, 3.261)
N (-1.599, 2.057, 2.251)
C (-1.162, 1.122, 1.654)
N (-0.722, 0.206, 0.999)
S (0.005, -0.749, -2.437)
C (0.583, 0.743, -1.891)
N (0.983, 1.771, -1.572)



# H5N3

A cluster of 2 separate species, H5N3 in total (the ωB97M-V functional and the def2-TZVPD basis, the Open Molecules 2025 dataset).

The molar mass comes out at 47.06 g mol⁻¹. The calculation puts the HOMO energy (alpha / beta) at -6.81 / -7.51 eV. As for the relative energy (zero: lowest compared OMol25 entry of this formula, charge and spin): 84.30 kcal per mole. The total energy is -167.05714 Eh. For the gap between HOMO and LUMO (alpha / beta), the calculation gives 7.49 / 8.39 eV. The largest force on an atom comes out at 4.50 eV Å⁻¹.

Atoms and positions in Å:
N (0.451, 0.868, 0.668)
N (-0.700, -0.904, 0.051)
N (0.466, -0.364, 0.150)
H (-0.448, 1.397, 0.331)
H (1.381, 1.248, 0.814)
H (-0.626, -1.625, -0.623)
H (-1.638, -0.329, 0.137)
H (1.115, -0.291, -1.528)